This record from the Open Molecules 2025 dataset describes C2H6N2O3 in the gas phase. The level of theory is ωB97M-V/def2-TZVPD.

Structure (XYZ):
```
13
Properties=species:S:1:pos:R:3:forces:R:3:lowdin_charge:R:1
C 0.651526 -1.951106 -0.877346 0.045 -0.472 2.530 -0.13
O 0.332952 -0.601559 -1.050163 -0.093 1.800 0.058 -0.21
N -0.650556 -0.146596 -0.091686 0.316 -2.366 -1.732 -0.04
C -0.194585 0.749420 0.871316 0.966 -2.859 1.215 -0.15
N -0.250387 2.160254 0.599728 -0.241 2.007 -0.417 -0.40
O -1.122912 2.505105 -0.168680 -0.074 0.443 -0.193 0.09
O 0.516842 2.898276 1.192359 -0.315 -0.433 -0.246 0.09
H 1.589543 -2.077430 -1.491219 -0.860 -0.251 1.158 0.10
H -0.143191 -2.635106 -1.201054 0.096 0.187 -0.316 0.07
H 0.665640 -2.097906 0.316142 0.872 -0.226 -2.619 0.12
H -1.329291 0.215522 -0.695666 -1.557 0.784 -0.696 0.10
H 0.893426 0.480840 0.912495 -0.973 0.336 1.323 0.17
H -0.959007 0.500285 1.683774 1.820 1.051 -0.065 0.18
```
Positions in Å, forces in eV/Å.

Results
Spin multiplicity = 1
F_max = 3.253 eV Å⁻¹
Relative energy (zero: lowest compared OMol25 entry of this formula, charge and spin) = 164.0 kcal/mol
SMILES = CONC[N+](=O)[O-]
LUMO energy = -0.033 eV
Kohn-Sham gap = 10.15 eV